[1]
C11H27ClIOP2Tc | the ωB97M-V functional and the def2-TZVPD basis

As for the expectation value of S²: 3.777. As for the charge: +3. As for the molar mass: 497.64 g mol⁻¹. The multiplicity is 4. The calculation puts the lowest unoccupied orbital energy (spin up / spin down) at -13.83 / -14.62 eV. As for the total energy: -2030.8122 Eh.

Cartesian coordinates (Å):
C: -0.23991 -3.14194 -2.92253
I: 1.47090 -1.95510 -2.25055
H: -1.20257 -2.76510 -2.58485
H: -0.03642 -4.13862 -2.54587
H: -0.16757 -3.13002 -4.01469
Tc: 0.17595 -0.10225 -1.00496
P: 0.03453 1.67335 -2.43760
C: 1.57770 2.22485 -3.22268
C: -1.06777 1.44452 -3.88152
H: -1.44028 3.00607 -1.06155
H: -0.75255 3.94844 -2.42495
H: 0.25135 3.57805 -0.99285
C: -0.54078 3.20567 -1.64975
H: -2.11338 1.43018 -3.55180
H: -0.89448 2.26974 -4.58596
H: 1.34101 2.93422 -4.02477
H: 2.10835 1.36512 -3.64700
H: -0.83430 0.48789 -4.36893
H: 2.22235 2.70821 -2.47948
C: 1.82351 0.75247 -0.48996
O: 2.85449 1.24807 -0.22931
Cl: -2.28108 0.03267 -1.14535
C: 2.43038 -0.56333 2.69288
C: 1.29762 -1.43792 2.16624
P: -0.05263 -0.63353 1.18503
C: -1.33654 -1.95336 1.33513
C: -1.91317 -2.17733 2.73021
C: -0.50183 0.85750 2.15079
C: -0.64391 0.65438 3.65488
H: 3.06009 -0.19771 1.87427
H: 3.07648 -1.14731 3.35873
H: 2.07201 0.30389 3.25429
H: 1.70984 -2.18369 1.47355
H: 0.81809 -1.99152 2.98811
H: -2.12944 -1.70760 0.61819
H: -0.83246 -2.86480 0.97868
H: -2.57078 -1.35225 3.02426
H: -2.51501 -3.09386 2.74686
H: -1.11826 -2.28731 3.47689
H: 0.31301 1.57616 1.95392
H: -1.41398 1.27538 1.69982
H: 0.16204 0.03327 4.05689
H: -0.60150 1.62187 4.17287
H: -1.59913 0.19258 3.92438

Force components x, y, z for each atom (eV/Å):
C -0.20 -0.50 -0.73
I 0.09 -0.48 -0.31
H 0.27 0.33 0.24
H 0.13 0.00 0.21
H 0.10 0.18 0.24
Tc -4.66 -0.90 -1.15
P -0.20 3.27 -3.64
C 0.49 -0.48 0.30
C -0.15 -0.64 0.23
H 0.02 0.23 -0.09
H 0.07 -0.19 -0.07
H -0.15 0.13 -0.03
C -0.04 -0.53 0.97
H 0.24 0.03 -0.12
H 0.03 -0.17 0.24
H -0.01 -0.11 0.21
H 0.01 0.23 -0.09
H -0.12 0.29 -0.03
H -0.05 0.00 -0.24
C 6.62 2.92 1.83
O -5.07 -2.25 -1.24
Cl 2.70 -0.05 0.14
C 0.14 0.37 -0.20
C 0.60 -0.17 -0.49
P -0.15 -1.82 4.79
C -0.53 -0.36 -0.84
C 0.11 0.32 0.48
C -0.04 0.89 -0.92
C -0.17 -0.36 0.68
H 0.00 -0.07 0.23
H -0.18 0.07 -0.16
H 0.11 -0.16 -0.03
H -0.06 -0.13 0.24
H -0.10 0.24 -0.39
H 0.15 -0.19 0.25
H -0.06 0.15 0.02
H 0.15 -0.27 -0.08
H 0.20 0.12 -0.21
H -0.36 -0.05 -0.03
H -0.22 -0.06 0.05
H 0.17 -0.01 0.16
H -0.22 0.16 0.04
H 0.05 -0.15 -0.32
H 0.31 0.17 -0.13

Results of the natural (NBO) charge analysis, in e, for atoms 1 through 2:
1. C -0.6465
2. I 0.6878

---

[2]
C11H27FN2O5S2 | the ωB97M-V functional and the def2-TZVPD basis

As for the molar mass: 350.48 g mol⁻¹. The calculation puts the lowest unoccupied orbital energy at 0.68 eV. As for the total energy: -1817.1639 Eh.

Cartesian coordinates (Å):
C: 5.30626 -2.34772 -2.08614
C: 4.64572 -1.19585 -1.32552
N: 3.47246 -0.73543 -2.07473
N: 3.04403 0.55843 -1.71638
C: 1.59119 0.73901 -1.35573
C: 0.85149 -0.56842 -1.07508
C: -0.30203 -0.81245 -2.04070
S: 0.17689 -1.38359 -3.69552
S: 3.56144 1.71967 -2.74425
O: 3.09869 2.97968 -2.29261
O: 3.44316 1.31650 -4.10515
F: 5.09610 1.64544 -2.44364
H: 4.66253 -2.69984 -2.89423
H: 6.25686 -2.04494 -2.52332
H: 5.49649 -3.19936 -1.43534
H: 4.30799 -1.52633 -0.34122
H: 5.35100 -0.37777 -1.16272
H: 3.60637 -0.80086 -3.07894
H: 1.57270 1.38968 -0.48381
H: 1.08236 1.27813 -2.16040
H: 1.54107 -1.40939 -1.11554
H: 0.43537 -0.53003 -0.06535
H: -0.93315 -1.60918 -1.64393
H: -0.92953 0.07806 -2.11729
H: 1.05973 -0.40693 -3.95804
C: -5.38027 -1.42903 3.50049
O: -4.28772 -0.55033 3.36731
C: -3.03908 -1.18471 3.55823
C: -1.93589 -0.42955 2.85205
O: -1.94144 -0.59239 1.44121
C: -2.85610 0.20074 0.69917
C: -2.40146 1.62781 0.48966
O: -2.56209 2.39430 1.66537
C: -1.70360 3.51012 1.71649
H: -5.46816 -1.81491 4.52298
H: -6.28041 -0.86731 3.25906
H: -5.29329 -2.27876 2.81376
H: -3.07241 -2.21421 3.18023
H: -2.79945 -1.22374 4.63058
H: -0.98807 -0.85881 3.18490
H: -1.95711 0.62531 3.13214
H: -3.85923 0.17386 1.12813
H: -2.89203 -0.26847 -0.28735
H: -2.99574 2.06517 -0.32553
H: -1.34750 1.62751 0.17802
H: -0.65354 3.20828 1.62471
H: -1.85209 3.99073 2.68123
H: -1.92852 4.23189 0.92268

Force components x, y, z for each atom (eV/Å):
C 0.05 0.00 0.04
C 0.01 0.00 0.03
N 0.11 0.11 -0.12
N -0.14 -0.15 -0.06
C 0.01 0.03 0.00
C -0.05 -0.01 0.13
C -0.07 -0.05 0.19
S 0.08 0.06 0.00
S 0.10 0.00 0.14
O -0.03 0.00 -0.06
O -0.02 0.02 0.00
F -0.01 0.03 0.02
H -0.03 -0.03 0.04
H -0.04 0.01 -0.05
H 0.01 0.02 0.00
H -0.05 0.02 -0.02
H 0.02 -0.05 -0.01
H -0.04 -0.02 0.00
H 0.04 0.01 -0.01
H 0.01 -0.02 -0.01
H 0.00 0.02 0.01
H -0.01 0.03 -0.01
H 0.00 -0.02 -0.06
H 0.01 -0.01 -0.06
H -0.04 0.02 -0.05
C -0.03 0.02 0.10
O 0.03 -0.02 -0.20
C 0.01 -0.01 0.07
C 0.00 -0.03 0.06
O 0.02 0.02 -0.01
C 0.04 0.00 -0.13
C -0.03 0.04 -0.05
O 0.12 -0.14 0.09
C -0.07 0.08 -0.04
H 0.01 -0.01 0.00
H 0.00 0.00 0.01
H 0.00 0.01 0.00
H 0.01 0.01 -0.04
H -0.02 -0.05 0.00
H 0.02 0.05 0.00
H -0.06 0.00 -0.03
H 0.04 0.04 0.09
H -0.07 -0.01 0.01
H 0.05 0.03 -0.03
H 0.00 -0.03 0.02
H 0.00 -0.01 0.00
H -0.01 0.01 -0.01
H 0.00 -0.01 -0.01

Results of the natural (NBO) charge analysis, in e, for atoms 1 through 2:
1. C -0.6276
2. C -0.2198

---

[3]
C11H27N5O16 | the ωB97M-V functional and the def2-TZVPD basis

As for the molar mass: 485.36 g mol⁻¹. The calculation puts the lowest unoccupied orbital energy at -0.54 eV. As for the total energy: -1912.4238 Eh. As for the energy above the lowest of the compared OMol25 structures with the same formula, charge and spin: 37.8 kcal per mole.

Cartesian coordinates (Å):
C: 3.02052 2.37988 -0.56428
N: 4.17758 1.61130 -1.19669
O: 4.24248 0.45534 -0.90987
O: 5.02377 2.27429 -1.80605
H: 2.56985 3.09797 -1.24937
H: 3.41642 2.88204 0.31844
H: 2.22721 1.66048 -0.36125
C: -1.80855 -4.43802 3.95371
N: -2.39188 -4.76165 2.65156
O: -3.53214 -4.45107 2.59375
O: -1.66167 -5.15028 1.76466
H: -1.23083 -5.26631 4.36392
H: -2.60868 -4.18320 4.64866
H: -1.21860 -3.53251 3.81187
C: -0.42400 -2.10067 1.48782
N: 0.39274 -0.90997 1.61001
O: 0.41095 -0.08352 0.66884
O: 0.99059 -0.73312 2.64912
H: -0.19489 -2.83879 2.25644
H: -0.47349 -2.55461 0.49807
H: -1.42004 -1.73103 1.73148
C: 3.07417 -0.94400 4.99780
N: 4.25870 -1.26175 5.88013
O: 4.16652 -1.84592 6.96324
O: 5.33855 -0.86299 5.49703
H: 2.77853 0.09470 5.14545
H: 2.22837 -1.58077 5.25711
H: 3.22525 -1.06803 3.92547
C: -2.37652 -2.95288 -2.09390
N: -2.86120 -1.69190 -1.60970
O: -3.68761 -1.09698 -2.36727
O: -2.50967 -1.30598 -0.52456
H: -1.60886 -3.25092 -1.37977
H: -2.06347 -2.89293 -3.13626
H: -3.17391 -3.69524 -2.12799
C: -1.26067 1.91752 -4.69375
O: -0.40184 1.38352 -3.78649
C: -0.16139 0.08444 -3.73740
O: -0.85386 -0.76103 -4.34123
O: 0.71303 -0.13132 -2.82577
C: 1.12489 -1.45094 -2.46566
H: -2.21323 1.39094 -4.75242
H: -0.88884 1.94660 -5.71795
H: -1.47023 2.96992 -4.50231
H: 1.43598 -2.02508 -3.33841
H: 0.43411 -2.09499 -1.92149
H: 2.01398 -1.22729 -1.87609
C: -1.99191 1.98922 -0.86846
O: -2.13976 3.37832 -1.13907
C: -1.17988 4.24116 -0.77641
O: -0.26256 3.97500 -0.01795
O: -1.46962 5.40760 -1.16218
C: -0.62062 6.52040 -0.85091
H: -2.21698 1.81392 0.18354
H: -0.98264 1.58309 -0.93584
H: -2.72329 1.35809 -1.37331
H: 0.40832 6.21567 -1.04203
H: -0.76505 6.92005 0.15285
H: -0.82396 7.32398 -1.55873

Force components x, y, z for each atom (eV/Å):
C -0.49 -0.30 -0.67
N 0.14 2.87 0.33
O 0.30 -1.39 -0.25
O -1.02 -1.04 0.41
H 0.63 0.07 -0.13
H -0.08 -0.21 -0.11
H 0.36 -0.04 0.43
C 0.61 0.09 1.47
N 1.60 0.58 0.99
O -2.54 -0.02 -1.42
O -0.13 -0.30 -0.33
H 0.18 0.15 -0.37
H 0.00 -0.19 -0.28
H 0.22 -0.32 0.06
C -1.44 -0.89 0.39
N 1.18 2.30 -1.71
O -0.26 -1.90 1.48
O -0.06 -0.23 0.19
H 0.60 0.31 -0.29
H 0.39 0.51 0.13
H -0.19 -0.07 -0.25
C -1.03 -0.32 0.24
N 1.18 -0.21 0.87
O -1.36 0.41 -1.36
O -0.23 0.30 -0.76
H 0.31 -0.06 0.29
H 0.26 0.02 0.36
H 0.87 -0.13 0.32
C 0.67 -1.57 -0.34
N -3.12 1.97 -2.33
O 2.06 -1.14 2.02
O 0.12 0.32 0.23
H 0.02 -0.27 -0.46
H 0.37 0.51 0.24
H -0.23 0.25 0.47
C -2.09 0.82 -2.36
O 2.04 0.29 1.37
C -4.30 -1.82 -1.87
O 2.02 1.45 1.03
O 1.24 -0.31 1.38
C 1.17 -0.17 -0.45
H -0.01 -0.14 0.27
H 0.47 -0.44 -0.06
H 0.21 -0.14 0.76
H -0.07 0.21 -0.19
H -0.47 0.71 0.11
H -0.15 -0.41 0.19
C 0.26 -0.74 1.81
O -0.03 0.18 -1.28
C 0.92 -3.07 3.08
O 0.06 -0.31 -0.78
O -1.50 3.38 -1.79
C 0.70 -0.10 -0.50
H -0.12 0.22 0.27
H 0.09 0.42 -0.68
H 0.11 0.66 -0.67
H 0.05 0.05 0.47
H -0.02 -0.49 0.06
H -0.44 -0.28 -0.05

Results of the natural (NBO) charge analysis, in e, for atoms 1 through 2:
1. C -0.4897
2. N 0.5394

---

[4]
C11H28O10P2S | the ωB97M-V functional and the def2-TZVPD basis

As for the molar mass: 414.35 g mol⁻¹. The calculation puts the lowest unoccupied orbital energy at -0.17 eV. As for the total energy: -2269.2206 Eh.

Cartesian coordinates (Å):
C: 1.16793 1.53023 -1.15328
O: 2.51345 1.24222 -0.72182
P: 3.54008 2.49556 -0.58041
O: 3.01533 3.28115 0.54814
O: 3.16817 3.15768 -2.03462
C: 3.31656 2.38511 -3.22730
O: 5.11748 2.87063 -0.67501
C: 5.42636 4.26589 -0.70657
H: 0.50458 0.91296 -0.54160
H: 0.91289 2.58046 -1.03719
H: 1.04912 1.23950 -2.19771
H: 2.42036 2.50951 -3.83358
H: 3.44759 1.32284 -3.01483
H: 4.17621 2.74908 -3.79046
H: 5.18544 4.73140 0.24648
H: 4.90036 4.76758 -1.51665
H: 6.49791 4.34071 -0.88000
C: -5.27336 2.08621 0.10519
O: -5.63692 0.78562 0.57530
P: -5.34132 0.44621 2.13713
O: -6.25828 1.31892 2.88836
O: -3.80496 1.01034 2.12476
C: -2.85523 0.47091 1.19607
O: -5.01007 -0.79456 3.13368
C: -4.57565 -0.43834 4.44750
H: -6.08460 2.42587 -0.53450
H: -5.13476 2.79173 0.91949
H: -4.35927 2.02286 -0.48573
H: -2.31923 1.29569 0.73044
H: -3.33594 -0.11744 0.41413
H: -2.14163 -0.15344 1.73009
H: -5.38481 0.03080 5.00280
H: -3.70988 0.22033 4.41087
H: -4.29432 -1.36618 4.94162
C: 2.82637 -3.97466 0.13802
C: 2.79935 -3.14639 -1.13955
S: 1.29964 -3.28864 -2.18414
C: 0.06343 -4.23158 -1.27444
C: -0.80040 -3.40671 -0.33090
O: -0.03162 -2.62999 0.58282
C: 0.20272 -1.37548 0.18935
O: -0.58227 -0.64970 -0.33448
H: 3.44890 -3.44285 0.85635
H: 3.30051 -4.93962 -0.00440
H: 1.86286 -4.09146 0.61291
H: 2.95609 -2.08867 -0.95395
H: 3.62366 -3.46639 -1.76901
H: 0.49387 -5.09725 -0.78125
H: -0.60394 -4.64286 -2.02838
H: -1.51955 -2.83199 -0.90446
H: -1.38435 -4.10183 0.26910
H: 1.20514 -1.01198 0.43562

Force components x, y, z for each atom (eV/Å):
C -0.44 0.11 -0.03
O 2.80 -1.32 0.44
P -2.98 4.54 -0.90
O 0.27 -0.25 0.17
O -0.11 -0.25 0.10
C 0.07 0.20 0.02
O 0.07 -3.16 0.07
C 0.19 0.50 0.09
H 0.42 0.44 -0.28
H 0.19 0.04 0.08
H 0.09 -0.01 0.03
H -0.01 0.03 0.01
H 0.00 -0.01 -0.02
H 0.04 -0.03 0.02
H -0.14 -0.07 0.00
H -0.11 -0.08 0.03
H -0.01 -0.18 0.00
C 0.19 0.35 -0.17
O -0.56 -3.07 0.21
P 1.85 4.64 2.36
O -0.20 -0.34 -0.05
O -0.17 -0.01 -0.26
C -0.03 0.07 0.25
O -0.94 -1.49 -2.64
C 0.07 0.07 0.52
H -0.06 -0.11 0.04
H -0.06 -0.06 0.08
H 0.00 -0.06 0.06
H 0.02 0.01 0.03
H 0.04 -0.02 -0.02
H -0.03 -0.05 0.02
H -0.03 0.09 -0.13
H -0.06 0.06 -0.10
H -0.05 -0.07 -0.16
C 0.47 0.42 0.25
C -0.19 -0.38 0.00
S 0.03 0.05 -0.42
C 0.15 0.12 0.26
C -0.74 -1.01 0.05
O 0.39 -0.11 -0.46
C 0.46 0.45 0.35
O -1.04 -0.24 -0.47
H 0.09 -0.01 0.13
H -0.18 -0.23 -0.16
H -0.16 -0.06 0.00
H -0.13 0.13 0.20
H 0.04 0.01 -0.19
H 0.22 0.02 0.14
H -0.02 0.04 -0.22
H 0.16 0.55 0.09
H -0.05 0.01 0.20
H 0.19 -0.27 0.38

Results of the natural (NBO) charge analysis, in e, for atoms 1 through 2:
1. C -0.2569
2. O -0.8260

---

[5]
C11H29N3S2V | the ωB97M-V functional and the def2-TZVPD basis

As for the expectation value of S²: 3.760. As for the charge: +2. As for the molar mass: 318.45 g mol⁻¹. The multiplicity is 4. The calculation puts the lowest unoccupied orbital energy (spin up / spin down) at -6.09 / -5.83 eV. As for the total energy: -2340.6230 Eh. As for the energy above the lowest of the compared OMol25 structures with the same formula, charge and spin: 17.9 kcal per mole.

Cartesian coordinates (Å):
V: -0.15438 0.02057 0.41465
S: -1.21530 1.73625 -1.00625
S: 1.33378 -1.75142 -0.17093
C: -1.84614 3.10541 0.04177
C: -2.76962 0.78633 -1.32261
C: -2.86622 -0.53193 -0.58012
N: -1.52563 -1.14801 -0.59117
C: -1.40003 -2.54106 -0.12157
C: 0.00643 -3.00490 -0.44829
H: -2.73158 0.62957 -2.40849
H: -3.59444 1.47044 -1.11046
H: -3.56191 -1.20689 -1.09394
H: -3.21585 -0.41059 0.45478
H: -2.13535 -3.15792 -0.65581
H: -1.62807 -2.59257 0.95300
H: 0.12182 -3.21795 -1.51757
H: 0.31027 -3.89343 0.10944
C: 2.16001 -2.47520 1.30522
H: -1.18496 -1.12227 -1.56047
H: 1.48593 -2.60715 2.16059
H: 3.00589 -1.83506 1.57443
H: 2.53222 -3.44933 0.96983
H: -1.00618 3.78159 0.24478
H: -2.29288 2.76081 0.98443
H: -2.59773 3.63438 -0.55880
C: 0.63601 -0.55786 -4.48912
C: 1.65980 0.27146 -4.23240
H: -0.33273 -0.19441 -4.84098
H: 0.74651 -1.64560 -4.47203
H: 1.51605 1.36129 -4.19822
H: 2.60947 -0.11027 -3.82996
N: 1.53242 1.26445 0.26466
C: 2.44416 1.19263 1.43295
C: 1.74889 1.56321 2.74275
C: 0.22940 1.53613 2.76150
N: -0.23882 0.15419 2.42934
H: 1.18780 2.21286 0.09949
H: 2.02157 1.00859 -0.59929
H: 2.85764 0.17774 1.47251
H: 3.29027 1.86664 1.25102
H: 2.10724 0.88101 3.53120
H: 2.06618 2.56784 3.06535
H: -0.16506 1.79116 3.75409
H: -0.23649 2.22319 2.03769
H: -1.19765 -0.01221 2.76977
H: 0.28726 -0.53170 2.98323

Force components x, y, z for each atom (eV/Å):
V 0.63 0.52 -1.62
S -1.18 0.44 0.38
S 0.07 -1.09 1.02
C -0.14 0.10 -0.16
C 0.12 0.60 -0.65
C -0.11 -0.40 -0.03
N -0.37 -0.33 -0.18
C -0.38 -0.04 -0.15
C 0.73 -0.30 -0.46
H -0.23 -0.10 0.24
H 0.01 -0.24 -0.07
H -0.17 0.26 0.10
H 0.19 -0.01 -0.21
H 0.19 -0.17 0.22
H 0.11 0.09 -0.27
H -0.29 -0.18 0.19
H -0.21 0.04 -0.15
C 0.05 -0.26 -0.32
H -0.21 -0.14 0.04
H 0.09 0.12 -0.33
H -0.19 -0.24 -0.10
H 0.06 0.22 0.28
H -0.24 -0.15 -0.08
H 0.18 0.01 -0.37
H 0.28 -0.04 0.26
C 0.39 0.26 -0.17
C -0.69 -0.26 1.12
H 0.30 0.02 0.10
H 0.10 0.33 0.02
H 0.16 -0.52 -0.39
H -0.33 0.16 -0.55
N 0.27 0.53 0.02
C 0.51 0.36 -0.55
C 0.17 0.46 0.75
C -0.38 -0.42 0.41
N -0.54 -0.59 1.55
H 0.52 -0.03 0.21
H 0.02 0.14 0.32
H -0.23 0.31 -0.07
H -0.06 -0.21 0.25
H -0.08 0.26 -0.17
H -0.13 -0.32 -0.14
H 0.35 0.22 -0.22
H 0.22 -0.15 0.21
H 0.33 0.41 -0.12
H 0.11 0.36 -0.16

Results of the natural (NBO) charge analysis, in e, for atoms 1 through 2:
1. V 1.0187
2. S 0.2243